Entry 1
A structure of composition C5H8O2. Source: the Open Molecules 2025 dataset; level of theory: ωB97M-V with the def2-TZVPD basis set.

The geometry in ORCA input format:
```
! RIJCOSX wB97M-V def2-TZVPD def2/J DEFGRID3
* xyz 0 1
C 0.89 -0.99 -0.94
C -0.03 -0.22 -0.03
C 0.15 -0.58 1.43
C -0.07 1.28 -0.35
C -1.57 1.09 -0.30
O -2.56 1.75 -0.29
O -1.48 -0.28 -0.33
H 0.65 -0.81 -1.99
H 1.90 -0.60 -0.74
H 0.89 -2.07 -0.74
H -0.51 0.03 2.07
H -0.12 -1.63 1.58
H 1.19 -0.42 1.74
H 0.48 1.98 0.28
H 0.20 1.46 -1.40
*
```

Gap between HOMO and LUMO (eV): 11.17
M (g/mol): 100.12

Let us look at the Mulliken charges, expressed in e, one per atom: atom 1 (C): -1.533, atom 2 (C): 1.414, atom 3 (C): -1.487, atom 4 (C): -0.541, atom 5 (C): 0.403, atom 6 (O): -0.553, atom 7 (O): -0.419, atom 8 (H): 0.354, atom 9 (H): 0.355, atom 10 (H): 0.380, atom 11 (H): 0.364, atom 12 (H): 0.367, atom 13 (H): 0.340, atom 14 (H): 0.291, atom 15 (H): 0.265

=====

Entry 2
A structure of composition C5H8O2. Source: the Open Molecules 2025 dataset; level of theory: ωB97M-V with the def2-TZVPD basis set.

The geometry in ORCA input format:
```
! RIJCOSX wB97M-V def2-TZVPD def2/J DEFGRID3
* xyz 0 1
C 0.46 -0.21 -1.97
C -1.68 -0.74 1.03
C 0.56 0.51 0.79
C -0.69 0.06 0.23
C 1.75 0.84 1.18
O -0.13 -0.85 -0.85
O -0.83 1.37 0.02
H 0.20 -0.80 -2.85
H 0.08 0.81 -2.09
H 1.55 -0.18 -1.86
H -1.94 -0.20 1.94
H -2.57 -0.86 0.42
H -1.27 -1.71 1.29
H 2.54 0.11 1.21
H 1.96 1.85 1.50
*
```

Gap between HOMO and LUMO (eV): 9.65
M (g/mol): 100.12

Let us look at the Mulliken charges, expressed in e, one per atom: atom 1 (C): -0.722, atom 2 (C): -1.411, atom 3 (C): -0.051, atom 4 (C): 1.656, atom 5 (C): -0.833, atom 6 (O): -0.419, atom 7 (O): -0.630, atom 8 (H): 0.270, atom 9 (H): 0.328, atom 10 (H): 0.235, atom 11 (H): 0.375, atom 12 (H): 0.312, atom 13 (H): 0.334, atom 14 (H): 0.277, atom 15 (H): 0.280

=====

Entry 3
A structure of composition C5H8O2. Source: the Open Molecules 2025 dataset; level of theory: ωB97M-V with the def2-TZVPD basis set.

The geometry in ORCA input format:
```
! RIJCOSX wB97M-V def2-TZVPD def2/J DEFGRID3
* xyz 0 1
O -1.91 0.64 -1.05
C -0.70 0.68 -0.35
C -0.79 -0.11 0.98
C 0.43 -1.02 0.75
C 1.49 -0.05 0.20
C 0.48 -0.11 -0.95
O 0.19 -1.49 -0.60
H -1.85 1.32 -1.74
H -0.37 1.73 -0.25
H -0.73 0.51 1.88
H -1.71 -0.71 1.00
H 0.65 -1.81 1.47
H 1.64 0.90 0.72
H 2.44 -0.54 -0.04
H 0.72 0.04 -2.01
*
```

Gap between HOMO and LUMO (eV): 10.34
M (g/mol): 100.12

Let us look at the Mulliken charges, expressed in e, one per atom: atom 1 (O): -0.553, atom 2 (C): 0.039, atom 3 (C): -0.828, atom 4 (C): -0.091, atom 5 (C): -0.562, atom 6 (C): -0.215, atom 7 (O): -0.490, atom 8 (H): 0.336, atom 9 (H): 0.311, atom 10 (H): 0.296, atom 11 (H): 0.306, atom 12 (H): 0.451, atom 13 (H): 0.237, atom 14 (H): 0.270, atom 15 (H): 0.495

=====

Entry 4
An isolated molecule of C5H8O2. Source: the Open Molecules 2025 dataset; level of theory: ωB97M-V with the def2-TZVPD basis set.

The geometry in ORCA input format:
```
! RIJCOSX wB97M-V def2-TZVPD def2/J DEFGRID3
* xyz 0 1
C -1.37 0.92 -0.54
C -0.04 0.52 0.06
O 0.80 1.66 0.13
C 0.18 -0.43 1.30
C 0.87 -1.42 0.34
O -0.17 -1.77 -0.57
C 0.55 -0.57 -0.82
H -2.18 0.25 -0.23
H -1.63 1.97 -0.35
H -1.24 0.81 -1.62
H 1.67 1.43 -0.21
H 0.82 0.03 2.06
H -0.71 -0.86 1.77
H 1.65 -2.15 0.53
H 0.81 -0.38 -1.86
*
```

Gap between HOMO and LUMO (eV): 10.75
SMILES: C[C@@]1(O)C[C@H]2O[C@H]21
M (g/mol): 100.12

Let us look at the Mulliken charges, expressed in e, one per atom: atom 1 (C): -1.367, atom 2 (C): 1.371, atom 3 (O): -0.598, atom 4 (C): -1.071, atom 5 (C): -0.048, atom 6 (O): -0.459, atom 7 (C): -0.779, atom 8 (H): 0.317, atom 9 (H): 0.405, atom 10 (H): 0.291, atom 11 (H): 0.342, atom 12 (H): 0.306, atom 13 (H): 0.281, atom 14 (H): 0.431, atom 15 (H): 0.578

=====

Which structure is most stable? entry 1, by 0.0559 hartree over the runner-up.

=====

Entry 1
A structure of composition C5H8O2. Source: the Open Molecules 2025 dataset; level of theory: ωB97M-V with the def2-TZVPD basis set.

The geometry in ORCA input format:
```
! RIJCOSX wB97M-V def2-TZVPD def2/J DEFGRID3
* xyz 0 1
O 2.33 0.33 -0.67
C 1.38 0.43 0.36
C 0.23 1.36 -0.05
C -0.52 0.05 -0.17
O -2.71 -0.18 1.43
C -0.32 -1.13 -0.99
C 0.40 -0.81 0.34
H 2.78 -0.52 -0.55
H 1.84 0.61 1.34
H -0.16 2.01 0.73
H 0.37 1.90 -0.99
H -2.89 -0.40 0.51
H -1.02 -1.95 -0.91
H 0.18 -1.05 -1.96
H -1.88 -0.65 1.59
*
```

Gap between HOMO and LUMO (eV): 9.37
M (g/mol): 100.12

Let us look at the Mulliken charges, expressed in e, one per atom: atom 1 (O): -0.561, atom 2 (C): 0.378, atom 3 (C): -1.122, atom 4 (C): 0.513, atom 5 (O): -0.632, atom 6 (C): -0.353, atom 7 (C): -0.563, atom 8 (H): 0.359, atom 9 (H): 0.308, atom 10 (H): 0.224, atom 11 (H): 0.259, atom 12 (H): 0.337, atom 13 (H): 0.216, atom 14 (H): 0.242, atom 15 (H): 0.395

=====

Entry 2
A cluster of 2 separate species, C5H8O2 in total. Source: the Open Molecules 2025 dataset; level of theory: ωB97M-V with the def2-TZVPD basis set.

The geometry in ORCA input format:
```
! RIJCOSX wB97M-V def2-TZVPD def2/J DEFGRID3
* xyz 0 1
C 2.13 0.77 -0.29
C -1.75 0.14 0.66
C -0.94 1.07 -0.17
C -0.66 -0.41 -0.23
C 0.57 -0.97 0.34
O 2.94 1.15 0.49
O 1.07 -2.14 -0.13
H 1.99 1.14 -1.32
H -1.57 0.13 1.73
H -2.78 -0.04 0.39
H -1.39 1.54 -1.03
H -0.20 1.68 0.33
H -0.99 -0.92 -1.13
H 0.76 -0.85 1.40
H 0.79 -2.29 -1.04
*
```

Gap between HOMO and LUMO (alpha / beta) (eV): 7.69 / 7.69
M (g/mol): 100.12

Let us look at the Mulliken charges, expressed in e, one per atom: atom 1 (C): -0.012, atom 2 (C): -0.663, atom 3 (C): -0.633, atom 4 (C): 0.273, atom 5 (C): -0.289, atom 6 (O): -0.429, atom 7 (O): -0.487, atom 8 (H): 0.282, atom 9 (H): 0.242, atom 10 (H): 0.245, atom 11 (H): 0.252, atom 12 (H): 0.275, atom 13 (H): 0.283, atom 14 (H): 0.347, atom 15 (H): 0.315

=====

Entry 3
An isolated molecule of C5H8O2. Source: the Open Molecules 2025 dataset; level of theory: ωB97M-V with the def2-TZVPD basis set.

The geometry in ORCA input format:
```
! RIJCOSX wB97M-V def2-TZVPD def2/J DEFGRID3
* xyz 0 1
O -0.43 2.30 -0.20
C 0.22 1.29 0.54
C -0.47 -0.03 0.21
C -0.35 -0.40 -1.27
C 1.06 -2.02 0.25
C 0.17 -1.16 0.96
O 0.14 -1.41 2.17
H 0.01 3.14 -0.04
H 0.15 1.47 1.62
H 1.29 1.23 0.28
H -1.52 0.06 0.52
H -1.17 -1.04 -1.60
H -0.32 0.49 -1.91
H 0.60 -0.94 -1.45
H 0.60 -2.97 -0.08
*
```

Gap between HOMO and LUMO (eV): 8.59
M (g/mol): 100.12

Let us look at the Mulliken charges, expressed in e, one per atom: atom 1 (O): -0.505, atom 2 (C): -0.683, atom 3 (C): 0.546, atom 4 (C): -1.355, atom 5 (C): -0.546, atom 6 (C): 0.421, atom 7 (O): -0.592, atom 8 (H): 0.309, atom 9 (H): 0.351, atom 10 (H): 0.342, atom 11 (H): 0.339, atom 12 (H): 0.323, atom 13 (H): 0.347, atom 14 (H): 0.419, atom 15 (H): 0.284

=====

Entry 4
A structure of composition C5H8O2. Source: the Open Molecules 2025 dataset; level of theory: ωB97M-V with the def2-TZVPD basis set.

The geometry in ORCA input format:
```
! RIJCOSX wB97M-V def2-TZVPD def2/J DEFGRID3
* xyz 0 1
C 1.30 1.10 -0.41
C 0.32 0.06 0.01
C -0.24 -0.07 1.45
O -0.51 -1.48 1.30
C -0.01 -1.43 -0.01
C -0.70 -0.47 -0.96
O -1.89 0.22 -1.13
H 2.16 1.24 0.25
H 1.64 0.89 -1.43
H 0.74 2.05 -0.46
H -1.15 0.49 1.75
H 0.52 0.08 2.23
H 0.61 -2.24 -0.39
H -0.40 -0.76 -1.97
H -2.36 0.41 -0.32
*
```

Gap between HOMO and LUMO (eV): 9.72
M (g/mol): 100.12

Let us look at the Mulliken charges, expressed in e, one per atom: atom 1 (C): -1.428, atom 2 (C): 0.750, atom 3 (C): -0.412, atom 4 (O): -0.411, atom 5 (C): -0.202, atom 6 (C): -0.232, atom 7 (O): -0.553, atom 8 (H): 0.357, atom 9 (H): 0.325, atom 10 (H): 0.310, atom 11 (H): 0.188, atom 12 (H): 0.295, atom 13 (H): 0.342, atom 14 (H): 0.362, atom 15 (H): 0.310

=====

Which structure is most stable? entry 4, by 0.0393 hartree over the runner-up.

=====

Entry 1
An isolated molecule of C5H8O2. Source: the Open Molecules 2025 dataset; level of theory: ωB97M-V with the def2-TZVPD basis set.

The geometry in ORCA input format:
```
! RIJCOSX wB97M-V def2-TZVPD def2/J DEFGRID3
* xyz 0 1
C -2.04 0.87 0.53
C -1.42 -0.28 -0.43
C -0.12 -0.54 -0.54
O 0.36 -1.03 -1.71
C 0.86 -0.33 0.59
C 2.21 0.18 0.19
O 2.67 0.12 -0.93
H -2.25 -0.18 0.91
H -2.48 1.56 -0.21
H -1.27 1.46 1.05
H -2.12 -0.71 -1.15
H 1.29 -0.73 -1.76
H 0.43 0.31 1.36
H 1.04 -1.30 1.09
H 2.82 0.62 1.01
*
```

Gap between HOMO and LUMO (eV): 8.59
SMILES: C/C=C(/O)CC=O
M (g/mol): 100.12

Let us look at the Mulliken charges, expressed in e, one per atom: atom 1 (C): -0.977, atom 2 (C): -0.786, atom 3 (C): 0.773, atom 4 (O): -0.601, atom 5 (C): -0.638, atom 6 (C): 0.177, atom 7 (O): -0.548, atom 8 (H): 0.353, atom 9 (H): 0.270, atom 10 (H): 0.198, atom 11 (H): 0.449, atom 12 (H): 0.427, atom 13 (H): 0.310, atom 14 (H): 0.248, atom 15 (H): 0.343

=====

Entry 2
An isolated molecule of C5H8O2. Source: the Open Molecules 2025 dataset; level of theory: ωB97M-V with the def2-TZVPD basis set.

The geometry in ORCA input format:
```
! RIJCOSX wB97M-V def2-TZVPD def2/J DEFGRID3
* xyz 0 1
C -0.03 -2.08 0.13
C -1.25 -0.06 1.06
O 0.27 -0.82 0.76
C -0.19 0.45 0.18
C 0.71 1.67 0.34
O 0.68 1.91 -1.08
C -0.14 0.75 -1.31
H -1.05 -2.37 0.35
H 0.12 -2.06 -0.95
H 0.68 -2.80 0.55
H -1.02 0.36 2.06
H 0.21 2.48 0.90
H 1.72 1.52 0.73
H 0.38 0.03 -1.95
H -1.10 1.01 -1.76
*
```

Gap between HOMO and LUMO (eV): 9.24
M (g/mol): 100.12

Let us look at the Mulliken charges, expressed in e, one per atom: atom 1 (C): -0.651, atom 2 (C): -0.720, atom 3 (O): -0.197, atom 4 (C): 0.878, atom 5 (C): -0.552, atom 6 (O): -0.415, atom 7 (C): -0.416, atom 8 (H): 0.323, atom 9 (H): 0.283, atom 10 (H): 0.256, atom 11 (H): 0.183, atom 12 (H): 0.273, atom 13 (H): 0.242, atom 14 (H): 0.267, atom 15 (H): 0.245

=====

Entry 3
An isolated molecule of C5H8O2. Source: the Open Molecules 2025 dataset; level of theory: ωB97M-V with the def2-TZVPD basis set.

The geometry in ORCA input format:
```
! RIJCOSX wB97M-V def2-TZVPD def2/J DEFGRID3
* xyz 0 1
C 0.67 -1.41 -0.39
C -0.03 -0.17 0.13
C 0.74 0.51 1.26
C -0.41 0.72 -1.02
C -1.81 0.86 -0.20
O -2.87 1.41 -0.13
O -1.44 -0.27 0.54
H 0.03 -1.99 -1.06
H 1.55 -1.10 -0.98
H 1.03 -2.03 0.43
H 0.27 1.45 1.56
H 0.78 -0.14 2.14
H 1.77 0.73 0.94
H 0.44 1.34 -1.36
H -0.72 0.09 -1.86
*
```

Gap between HOMO and LUMO (eV): 11.22
SMILES: CC1(C)CC(=O)O1
M (g/mol): 100.12

Let us look at the Mulliken charges, expressed in e, one per atom: atom 1 (C): -1.527, atom 2 (C): 1.340, atom 3 (C): -1.490, atom 4 (C): -0.560, atom 5 (C): 0.349, atom 6 (O): -0.519, atom 7 (O): -0.425, atom 8 (H): 0.362, atom 9 (H): 0.344, atom 10 (H): 0.398, atom 11 (H): 0.363, atom 12 (H): 0.377, atom 13 (H): 0.329, atom 14 (H): 0.377, atom 15 (H): 0.282

=====

Entry 4
An isolated molecule of C5H8O2. Source: the Open Molecules 2025 dataset; level of theory: ωB97M-V with the def2-TZVPD basis set.

The geometry in ORCA input format:
```
! RIJCOSX wB97M-V def2-TZVPD def2/J DEFGRID3
* xyz 0 1
C -0.16 -2.49 -0.59
C 0.43 -1.47 -0.32
C 0.93 -0.30 0.42
O 0.26 -0.32 1.69
C 0.64 1.07 -0.21
C -0.78 1.22 -0.74
O -1.76 1.13 0.26
H -0.72 -3.37 -0.78
H 2.02 -0.40 0.58
H 0.28 -1.23 2.00
H 0.82 1.81 0.58
H 1.36 1.25 -1.01
H -0.89 2.20 -1.21
H -0.94 0.46 -1.53
H -1.50 0.42 0.86
*
```

Gap between HOMO and LUMO (eV): 10.74
SMILES: C#C[C@H](O)CCO
M (g/mol): 100.12

Let us look at the Mulliken charges, expressed in e, one per atom: atom 1 (C): 0.069, atom 2 (C): -0.712, atom 3 (C): 0.179, atom 4 (O): -0.539, atom 5 (C): -0.661, atom 6 (C): -0.519, atom 7 (O): -0.534, atom 8 (H): 0.415, atom 9 (H): 0.293, atom 10 (H): 0.355, atom 11 (H): 0.291, atom 12 (H): 0.359, atom 13 (H): 0.331, atom 14 (H): 0.281, atom 15 (H): 0.393

=====

Which structure is most stable? entry 3, by 0.0606 hartree over the runner-up.

=====

Entry 1
A structure of composition C5H8O2. Source: the Open Molecules 2025 dataset; level of theory: ωB97M-V with the def2-TZVPD basis set.

The geometry in ORCA input format:
```
! RIJCOSX wB97M-V def2-TZVPD def2/J DEFGRID3
* xyz 0 1
C -1.85 -0.54 -0.11
C -2.00 0.67 0.43
C -0.76 0.47 -0.35
C 1.22 -1.19 0.66
C 1.04 0.34 0.46
O -0.59 0.94 -1.72
O 1.89 0.88 -0.49
H -2.16 -1.58 -0.04
H -2.66 1.39 0.76
H 0.72 -1.61 -0.28
H 0.63 -1.48 1.56
H 2.28 -1.58 0.77
H 1.00 0.85 1.37
H -0.33 1.78 -1.67
H 1.56 0.65 -1.33
*
```

Gap between HOMO and LUMO (eV): 9.71
M (g/mol): 100.12

Let us look at the Mulliken charges, expressed in e, one per atom: atom 1 (C): -0.332, atom 2 (C): -0.698, atom 3 (C): 0.429, atom 4 (C): -0.887, atom 5 (C): -0.109, atom 6 (O): -0.577, atom 7 (O): -0.561, atom 8 (H): 0.371, atom 9 (H): 0.427, atom 10 (H): 0.201, atom 11 (H): 0.278, atom 12 (H): 0.301, atom 13 (H): 0.475, atom 14 (H): 0.300, atom 15 (H): 0.382

=====

Entry 2
An isolated molecule of C5H8O2. Source: the Open Molecules 2025 dataset; level of theory: ωB97M-V with the def2-TZVPD basis set.

The geometry in ORCA input format:
```
! RIJCOSX wB97M-V def2-TZVPD def2/J DEFGRID3
* xyz 0 1
O 1.46 1.07 0.62
C 0.91 -0.04 1.31
C -0.29 -0.58 0.53
C 0.13 -0.93 -0.92
C -0.53 0.38 -1.38
O -1.92 0.20 -1.13
C -1.11 0.59 -0.04
H 0.71 1.55 0.27
H 0.62 0.26 2.33
H 1.70 -0.80 1.39
H -0.84 -1.33 1.10
H 1.21 -0.97 -1.08
H -0.36 -1.81 -1.33
H -0.20 0.99 -2.22
H -1.50 1.43 0.56
*
```

Gap between HOMO and LUMO (eV): 10.98
SMILES: OC[C@@H]1C[C@H]2O[C@@H]12
M (g/mol): 100.12

Let us look at the Mulliken charges, expressed in e, one per atom: atom 1 (O): -0.510, atom 2 (C): -0.744, atom 3 (C): 0.341, atom 4 (C): -0.751, atom 5 (C): 0.042, atom 6 (O): -0.461, atom 7 (C): -0.863, atom 8 (H): 0.346, atom 9 (H): 0.307, atom 10 (H): 0.360, atom 11 (H): 0.453, atom 12 (H): 0.302, atom 13 (H): 0.309, atom 14 (H): 0.416, atom 15 (H): 0.454

=====

Entry 3
A structure of composition C5H8O2. Source: the Open Molecules 2025 dataset; level of theory: ωB97M-V with the def2-TZVPD basis set.

The geometry in ORCA input format:
```
! RIJCOSX wB97M-V def2-TZVPD def2/J DEFGRID3
* xyz 0 1
C -1.44 -0.82 -0.10
C -0.50 0.38 -0.12
O -1.14 1.56 -0.45
C 0.50 0.37 1.08
C 1.50 -0.58 0.14
C 0.77 0.20 -0.90
O 1.19 1.00 -1.71
H -2.31 -0.62 0.54
H -1.80 -1.03 -1.11
H -0.95 -1.72 0.28
H -0.52 1.98 -1.08
H 0.86 1.40 1.23
H 0.02 0.05 2.02
H 2.59 -0.54 -0.05
H 1.22 -1.63 0.22
*
```

Gap between HOMO and LUMO (eV): 10.69
M (g/mol): 100.12

Let us look at the Mulliken charges, expressed in e, one per atom: atom 1 (C): -1.388, atom 2 (C): 0.945, atom 3 (O): -0.620, atom 4 (C): -0.757, atom 5 (C): -0.697, atom 6 (C): 0.606, atom 7 (O): -0.626, atom 8 (H): 0.378, atom 9 (H): 0.347, atom 10 (H): 0.298, atom 11 (H): 0.359, atom 12 (H): 0.262, atom 13 (H): 0.315, atom 14 (H): 0.318, atom 15 (H): 0.260

=====

Which structure is most stable? entry 3, by 0.0463 hartree over the runner-up.